{
  "formula": "C9H14",
  "method": "the ωB97M-V functional and the def2-TZVPD basis",
  "homo_lumo_gap_ha": [0.09362, 0.24973],
  "max_force_ev_per_a": 3.123,
  "de_lowest_kcal_mol": 14.8,
  "spin_multiplicity": 2,
  "charge": -1,
  "homo_ev": [0.932, -3.336],
  "s2": 0.761,
  "e_lumo_ev": [3.5, 3.5],
  "elements": ["C", "C", "C", "C", "C", "C", "C", "C", "C", "H", "H", "H", "H", "H", "H", "H", "H", "H", "H", "H", "H", "H", "H"],
  "xyz": [[-0.029, -2.056, 1.938], [-2.015, -2.217, 0.673], [-1.162, -2.780, 1.700], [-2.679, -0.388, -0.952], [2.714, 3.096, -1.039], [2.065, 1.701, -0.902], [0.334, -0.852, 1.334], [-0.475, -0.452, 0.234], [-1.738, -1.010, 0.016], [-2.151, 0.405, -1.495], [2.562, 1.242, -0.063], [2.271, 3.676, -1.857], [-1.349, -3.773, 2.092], [-3.073, -1.079, -1.723], [1.316, -0.375, 1.496], [1.013, 1.780, -0.675], [2.465, 3.665, -0.112], [3.801, 2.972, -1.123], [-0.317, 0.543, -0.187], [-2.925, -2.716, 0.324], [-3.597, -0.024, -0.445], [2.145, 1.071, -1.801], [0.823, -2.426, 2.568]],
  "forces_ev_per_a": [[2.8, -0.2, 1.4], [-1.7, 0.2, -0.4], [-0.2, 0.2, -1.1], [-0.8, -0.1, -0.6], [-0.7, -0.2, 0.6], [0.3, 0.7, -0.5], [0.2, -0.3, -0.3], [-1.2, 1.9, -0.4], [1.6, -1.4, 0.7], [-0.3, 0.1, 0.1], [0.0, -0.7, 0.2], [0.4, -0.1, -0.1], [0.1, 0.2, 0.1], [0.3, 0.0, 0.3], [-0.6, -0.5, 0.1], [-0.2, 0.1, 0.1], [0.5, -0.3, -0.6], [-0.3, 0.4, -0.2], [0.0, -0.2, -0.1], [0.1, -0.2, 0.4], [0.6, 0.2, -0.2], [0.2, 0.2, 0.3], [-1.2, -0.1, 0.0]]
}

{
  "formula": "C9H14",
  "method": "the ωB97M-V functional and the def2-TZVPD basis",
  "homo_lumo_gap_ha": [0.09991, 0.25198],
  "max_force_ev_per_a": 2.233,
  "de_lowest_kcal_mol": 17.4,
  "spin_multiplicity": 2,
  "charge": -1,
  "homo_ev": [0.941, -3.236],
  "s2": 0.760,
  "e_lumo_ev": [3.7, 3.6],
  "elements": ["C", "C", "C", "C", "C", "C", "C", "C", "C", "H", "H", "H", "H", "H", "H", "H", "H", "H", "H", "H", "H", "H", "H"],
  "xyz": [[-0.392, -1.241, 1.746], [2.184, 2.059, -1.926], [-1.469, 0.937, 1.208], [1.359, 2.140, -0.636], [-1.773, -1.068, -0.291], [-0.215, -2.961, 0.064], [-1.257, -0.495, 0.887], [-1.294, -2.327, -0.618], [0.114, -2.430, 1.337], [-0.585, 1.380, 1.681], [3.223, 2.407, -1.919], [-2.640, -0.749, -0.865], [-2.362, 1.214, 1.876], [0.112, -3.936, -0.259], [1.892, 1.500, 0.075], [0.359, 1.768, -0.835], [-0.116, -0.772, 2.683], [1.304, 3.077, -0.088], [-1.642, -2.782, -1.549], [2.313, 0.988, -2.106], [1.777, 2.557, -2.810], [0.910, -2.906, 1.910], [-1.800, 1.640, 0.435]],
  "forces_ev_per_a": [[-0.4, 0.4, -0.3], [0.5, -0.1, -0.2], [-1.5, 1.2, 1.0], [1.0, -0.1, 0.1], [0.2, -2.2, 0.2], [-0.6, 0.2, 0.0], [-0.2, 1.7, 0.0], [0.1, 0.2, -1.0], [0.9, -0.6, -0.1], [-0.1, 0.1, 0.0], [-0.1, 0.3, 0.7], [0.1, 0.7, 0.1], [0.8, -0.8, 0.3], [0.2, -0.1, 0.0], [-0.5, -0.3, 0.0], [0.0, -0.2, 0.3], [0.2, -0.1, 0.1], [-0.1, 0.5, -0.5], [-0.2, 0.0, 0.2], [-0.3, 0.1, -0.5], [-0.4, -0.2, 0.1], [-0.3, -0.1, 0.2], [0.7, -0.4, -0.9]]
}

{
  "formula": "C9H14",
  "method": "the ωB97M-V functional and the def2-TZVPD basis",
  "homo_lumo_gap_ha": [0.09594, 0.34543],
  "max_force_ev_per_a": 4.672,
  "de_lowest_kcal_mol": 43.2,
  "spin_multiplicity": 2,
  "charge": -1,
  "homo_ev": [1.354, -5.581],
  "s2": 0.751,
  "e_lumo_ev": [4.0, 3.8],
  "elements": ["C", "C", "C", "C", "C", "C", "C", "C", "C", "H", "H", "H", "H", "H", "H", "H", "H", "H", "H", "H", "H", "H", "H"],
  "xyz": [[-0.157, -0.734, 2.081], [1.245, 0.388, -3.056], [1.306, -0.937, -3.825], [0.609, 0.329, 2.407], [-0.983, -0.559, 0.961], [-1.600, -1.848, 0.475], [-0.300, 1.759, 0.823], [0.558, 1.631, 1.863], [-1.055, 0.635, 0.244], [-0.089, -1.698, 2.587], [1.238, 0.088, -1.938], [2.074, 1.090, -3.159], [-1.010, -2.714, 0.153], [-2.275, -1.715, -0.352], [1.148, 2.394, 2.377], [1.378, -1.899, -3.266], [-0.329, 2.678, 0.079], [0.290, 0.807, -3.384], [-2.235, -2.199, 1.306], [1.414, 0.173, 3.128], [0.231, -1.017, -4.422], [2.175, -0.832, -4.369], [-1.749, 0.871, -0.583]],
  "forces_ev_per_a": [[-0.3, 0.6, -1.0], [-0.8, -1.3, 2.6], [-3.5, -0.5, -0.1], [2.1, 0.8, 1.9], [-0.2, -1.7, -1.3], [-1.6, 0.0, 0.5], [-1.4, 1.1, -4.3], [-0.3, -1.2, 0.7], [1.0, 1.6, 2.2], [0.0, 0.3, -0.3], [-0.4, 1.1, -1.5], [0.0, -0.2, -0.4], [0.8, 0.5, 0.4], [-0.4, 0.4, -0.4], [-0.1, 0.0, -0.7], [-0.1, 1.0, 0.1], [0.0, -1.4, 2.1], [0.3, 0.7, 0.8], [0.1, -0.3, -0.2], [-0.3, 0.0, 0.3], [3.1, -0.1, 0.9], [1.5, -0.5, -2.3], [0.7, -0.6, 0.5]]
}

{
  "formula": "C9H14",
  "method": "the ωB97M-V functional and the def2-TZVPD basis",
  "homo_lumo_gap_ha": 0.37274,
  "max_force_ev_per_a": 1.970,
  "de_lowest_kcal_mol": 11.5,
  "homo_ev": -9.070,
  "e_lumo_ev": 1.1,
  "elements": ["C", "C", "C", "C", "C", "C", "C", "C", "C", "H", "H", "H", "H", "H", "H", "H", "H", "H", "H", "H", "H", "H", "H"],
  "xyz": [[-0.006, -2.080, -1.051], [0.483, 1.324, -0.872], [-0.692, 0.970, -1.558], [0.158, -2.318, 0.457], [1.895, 1.483, 1.192], [0.557, 1.355, 0.507], [-0.598, 1.132, 1.253], [-1.792, 0.915, 0.578], [-1.845, 0.859, -0.810], [-2.805, 0.737, -1.297], [2.146, 0.502, 1.595], [1.340, 1.484, -1.512], [-0.742, -2.742, 0.894], [-1.005, -1.705, -1.288], [1.927, 2.220, 1.995], [2.688, 1.801, 0.515], [0.170, -2.985, -1.612], [-2.689, 0.645, 1.125], [-0.663, 1.036, 2.326], [1.035, -2.953, 0.609], [-0.580, 0.938, -2.633], [0.565, -1.221, -1.368], [0.451, -1.395, 0.955]],
  "forces_ev_per_a": [[-0.9, 0.5, 0.6], [-0.5, -0.6, -0.8], [0.9, 1.5, 0.9], [0.8, 0.2, -0.6], [0.1, 0.2, -0.1], [0.5, 0.3, 0.6], [-0.9, -0.3, -0.7], [0.0, -0.4, -0.1], [-0.4, -0.1, -0.5], [0.0, -0.3, 0.0], [0.2, 0.1, 0.1], [0.4, 0.1, 0.4], [0.1, -0.1, 0.2], [-0.2, -0.5, 0.1], [-0.3, -0.1, 0.2], [-0.1, -0.2, -0.2], [0.2, -0.1, -0.4], [0.0, 0.3, 0.1], [0.6, 0.2, 0.2], [-0.3, -0.4, 0.2], [-0.7, -0.2, -0.1], [0.9, -0.3, -0.3], [-0.5, 0.1, 0.1]]
}

{
  "formula": "C9H14",
  "method": "the ωB97M-V functional and the def2-TZVPD basis",
  "homo_lumo_gap_ha": 0.35408,
  "max_force_ev_per_a": 5.341,
  "de_lowest_kcal_mol": 46.7,
  "homo_ev": -8.653,
  "e_lumo_ev": 1.0,
  "elements": ["C", "C", "C", "C", "C", "C", "C", "C", "C", "H", "H", "H", "H", "H", "H", "H", "H", "H", "H", "H", "H", "H", "H"],
  "xyz": [[2.106, -0.447, -1.234], [1.876, -0.186, 0.162], [1.561, 0.421, -2.257], [-1.570, -2.004, 0.547], [-2.290, -2.547, 1.845], [-0.043, 3.023, -0.003], [1.207, 0.977, 0.488], [1.012, 1.612, -1.905], [0.825, 1.905, -0.498], [-0.912, -2.745, 0.424], [2.252, -0.930, 0.805], [-0.061, 2.994, 1.079], [1.244, 1.212, 1.634], [-1.139, -1.093, 0.964], [2.465, -1.413, -1.547], [-2.145, -3.562, 2.169], [0.607, 2.192, -2.731], [1.650, 0.094, -3.406], [-2.043, -1.872, 2.729], [-2.233, -1.924, -0.228], [-1.104, 2.766, -0.283], [0.133, 3.912, -0.637], [-3.396, -2.385, 1.883]],
  "forces_ev_per_a": [[-2.0, 0.9, 0.2], [0.4, 0.0, -4.2], [2.0, -2.6, -0.9], [-1.6, 1.0, 5.0], [-1.7, 2.3, 1.4], [-1.3, -0.5, -2.0], [1.4, 0.7, 1.7], [-0.9, 0.4, 1.7], [-0.5, -1.0, -0.4], [3.2, -2.2, -1.3], [0.2, -0.4, 1.2], [0.4, 1.1, 0.1], [-0.8, -0.1, -2.3], [0.3, 0.1, -1.2], [0.4, -0.1, 0.1], [0.4, -0.5, -0.3], [0.0, 0.5, 0.6], [-0.2, 0.8, 2.8], [0.3, -1.0, -0.9], [-1.4, 0.6, -2.0], [0.8, 0.1, 0.2], [0.2, 0.2, 1.3], [0.6, -0.3, -0.6]]
}

{
  "formula": "C9H14",
  "method": "the ωB97M-V functional and the def2-TZVPD basis",
  "homo_lumo_gap_ha": 0.37003,
  "max_force_ev_per_a": 1.647,
  "de_lowest_kcal_mol": 13.5,
  "homo_ev": -9.029,
  "e_lumo_ev": 1.0,
  "elements": ["C", "C", "C", "C", "C", "C", "C", "C", "C", "H", "H", "H", "H", "H", "H", "H", "H", "H", "H", "H", "H", "H", "H"],
  "xyz": [[-1.472, -0.237, -1.680], [0.146, 2.404, 2.202], [-0.086, -2.162, -1.918], [0.676, -0.303, -0.609], [2.272, -2.141, -0.936], [-0.505, 0.378, -0.891], [0.899, -1.576, -1.142], [-1.312, -1.540, -2.124], [-1.311, 2.114, 2.540], [3.029, -1.730, -1.607], [2.636, -1.999, 0.080], [-1.432, 1.210, 3.128], [0.741, 1.692, 2.763], [-2.007, 2.038, 1.703], [-0.666, 1.364, -0.500], [-1.744, 2.864, 3.201], [1.369, 0.218, 0.041], [0.478, 3.434, 2.255], [-2.194, -2.050, -2.486], [-2.351, 0.361, -1.896], [0.038, -3.159, -2.221], [2.391, -3.218, -1.105], [0.404, 2.039, 1.202]],
  "forces_ev_per_a": [[-0.2, 0.7, 0.3], [0.1, -1.4, -0.9], [-0.6, 0.4, 0.8], [-0.9, 0.5, 0.0], [0.7, -1.1, 0.0], [0.4, -0.9, -0.5], [0.8, 1.0, 0.0], [0.0, 0.5, 0.5], [-0.8, 0.4, 0.4], [-0.2, 0.4, 0.0], [-0.1, 0.3, 0.1], [0.2, -0.4, -0.2], [0.5, 0.6, 0.7], [0.3, 0.0, -0.2], [-0.1, 0.3, 0.0], [0.1, 0.3, 0.0], [0.4, -0.4, -0.1], [0.0, 0.0, 0.4], [0.3, -0.2, -0.6], [-0.2, -0.4, 0.0], [0.3, -1.2, -0.6], [-0.6, 0.0, 0.0], [-0.3, 0.4, -0.2]]
}

{
  "formula": "C9H14",
  "method": "the ωB97M-V functional and the def2-TZVPD basis",
  "homo_lumo_gap_ha": 0.37129,
  "max_force_ev_per_a": 1.596,
  "de_lowest_kcal_mol": 11.1,
  "homo_ev": -9.060,
  "e_lumo_ev": 1.0,
  "elements": ["C", "C", "C", "C", "C", "C", "C", "C", "C", "H", "H", "H", "H", "H", "H", "H", "H", "H", "H", "H", "H", "H", "H"],
  "xyz": [[1.573, 0.211, 0.618], [0.766, -2.113, 1.231], [1.340, 1.557, 0.423], [0.093, 2.116, 0.679], [-0.445, -0.784, -2.967], [-1.791, -0.656, -2.290], [0.585, -0.633, 1.070], [-0.928, 1.304, 1.195], [-0.680, -0.071, 1.297], [1.266, -2.318, 2.177], [-1.447, -0.765, 1.619], [-2.615, -0.997, -2.918], [2.121, 2.198, 0.037], [2.549, -0.198, 0.368], [0.008, 3.152, 0.377], [-1.822, 1.700, 1.652], [-0.443, -1.734, -3.513], [-0.265, -0.011, -3.712], [1.192, -2.577, 0.344], [-2.006, 0.358, -1.955], [0.420, -0.906, -2.315], [-1.963, -1.303, -1.420], [-0.176, -2.670, 1.325]],
  "forces_ev_per_a": [[1.0, -0.2, -0.1], [-0.7, -0.4, 0.1], [-0.4, 0.2, -0.2], [0.2, -0.3, -0.1], [0.1, -1.3, -0.4], [-0.8, -0.1, 0.7], [-1.5, 0.1, -0.5], [0.9, -0.4, 0.1], [0.3, 0.2, 0.5], [0.6, -0.2, -0.3], [-0.2, 0.2, 0.2], [0.1, 0.4, -0.5], [0.1, -0.1, -0.1], [0.0, 0.0, 0.1], [-0.5, 0.1, 0.6], [-0.3, 0.2, -0.6], [0.0, 0.1, -0.2], [0.0, 0.2, 0.2], [0.8, 0.1, 0.2], [0.0, 0.0, 0.0], [-0.2, 0.6, 0.3], [0.7, 0.1, 0.1], [-0.2, 0.6, 0.1]]
}

{
  "formula": "C9H14",
  "method": "the ωB97M-V functional and the def2-TZVPD basis",
  "homo_lumo_gap_ha": 0.36644,
  "max_force_ev_per_a": 5.694,
  "de_lowest_kcal_mol": 52.9,
  "homo_ev": -8.968,
  "e_lumo_ev": 1.0,
  "elements": ["C", "C", "C", "C", "C", "C", "C", "C", "C", "H", "H", "H", "H", "H", "H", "H", "H", "H", "H", "H", "H", "H", "H"],
  "xyz": [[-1.751, 0.303, -1.288], [-0.122, 1.076, 2.478], [0.947, 0.676, 0.195], [0.690, -1.136, 1.840], [0.231, 1.515, 1.190], [0.130, -0.312, 2.701], [-0.795, 0.379, -2.438], [1.258, -0.601, 0.595], [1.461, -1.628, -0.580], [1.578, -1.069, -1.467], [0.850, -2.164, 2.157], [-0.299, -0.746, 3.555], [-0.417, 1.438, -2.601], [-1.183, 0.802, -0.503], [-1.306, 0.265, -3.418], [-0.187, 2.432, 0.853], [1.341, 1.178, -0.702], [-0.531, 1.711, 3.156], [0.464, -2.091, -0.691], [-2.673, 1.006, -1.507], [2.196, -2.342, -0.432], [0.211, -0.074, -2.398], [-2.091, -0.616, -0.697]],
  "forces_ev_per_a": [[-1.5, 1.5, 1.8], [2.3, -2.6, -4.5], [-0.2, 1.9, 3.3], [2.7, -0.1, -2.8], [0.7, -1.5, 0.0], [-1.6, 2.5, 1.7], [0.7, 1.4, -2.4], [-1.9, -2.2, -1.1], [-2.0, 1.7, 1.7], [0.7, 0.4, -1.0], [-0.1, 0.0, -0.5], [-0.3, -0.4, 1.4], [-0.8, -0.6, 0.7], [-0.7, 0.2, 0.2], [0.6, -0.8, 0.4], [0.3, 1.0, -0.2], [-0.6, -0.7, 0.3], [-1.4, 1.5, 1.8], [0.5, -0.2, 0.1], [1.6, -1.6, 0.5], [1.5, -1.4, 0.2], [-1.1, -0.8, 0.1], [0.5, 0.6, -1.8]]
}

{
  "formula": "C9H14",
  "method": "the ωB97M-V functional and the def2-TZVPD basis",
  "homo_lumo_gap_ha": 0.36937,
  "max_force_ev_per_a": 7.119,
  "de_lowest_kcal_mol": 58.2,
  "homo_ev": -9.056,
  "e_lumo_ev": 1.0,
  "elements": ["C", "C", "C", "C", "C", "C", "C", "C", "C", "H", "H", "H", "H", "H", "H", "H", "H", "H", "H", "H", "H", "H", "H"],
  "xyz": [[-0.158, -2.161, 0.145], [1.045, -1.858, 2.305], [0.936, -1.701, 0.796], [1.739, -0.607, 0.367], [0.653, -0.768, -1.737], [-1.236, 1.773, -0.551], [1.589, -0.166, -0.948], [-0.259, -1.651, -1.249], [-1.762, 3.151, -0.367], [-1.138, -1.999, -1.894], [-0.760, 1.718, -1.507], [2.315, -0.192, 1.034], [-2.106, 1.129, -0.532], [-1.848, 3.796, -1.260], [-0.943, -3.016, 0.424], [-2.724, 3.048, 0.195], [-1.007, 3.788, 0.306], [0.201, -1.891, 2.958], [1.650, -2.792, 2.705], [2.381, 0.584, -1.376], [-0.715, 1.536, 0.322], [1.602, -1.058, 2.630], [0.543, -0.663, -2.766]],
  "forces_ev_per_a": [[-2.0, -1.1, -4.5], [1.5, -3.9, 0.5], [-0.4, 1.6, 3.4], [-4.1, -2.9, -5.1], [-1.0, -0.8, -0.1], [-1.7, 0.3, -0.9], [3.5, 1.3, 0.7], [-2.0, -2.4, 2.4], [0.7, 2.9, 2.1], [1.5, 0.4, 0.9], [0.9, -0.6, -0.1], [3.4, 2.2, 3.2], [0.0, -0.6, -0.5], [-0.4, -0.7, 0.2], [2.1, 2.2, -0.1], [0.6, 0.8, -0.5], [-1.7, -1.3, -1.2], [-1.3, 0.0, -0.3], [-0.9, 1.5, -1.2], [-1.9, -1.3, 0.8], [1.6, -0.8, 0.8], [1.4, 1.8, 1.1], [0.2, 1.1, -1.7]]
}

{
  "formula": "C9H14",
  "method": "the ωB97M-V functional and the def2-TZVPD basis",
  "homo_lumo_gap_ha": 0.36208,
  "max_force_ev_per_a": 4.367,
  "de_lowest_kcal_mol": 51.4,
  "homo_ev": -8.897,
  "e_lumo_ev": 1.0,
  "elements": ["C", "C", "C", "C", "C", "C", "C", "C", "C", "H", "H", "H", "H", "H", "H", "H", "H", "H", "H", "H", "H", "H", "H"],
  "xyz": [[-0.901, 0.310, 1.542], [-1.990, -0.106, 0.786], [1.920, 0.500, -1.486], [1.137, 0.891, -2.799], [0.109, -1.949, 1.168], [-2.143, -1.418, 0.304], [-0.637, 1.786, 1.723], [-1.104, -2.349, 0.679], [0.137, -0.688, 1.747], [0.570, 0.097, -3.069], [-3.064, -1.620, -0.280], [1.339, 0.405, -0.623], [2.429, -0.450, -1.922], [2.069, 0.941, -3.334], [2.725, 1.266, -1.401], [-0.891, -3.432, 0.254], [1.030, -0.404, 2.258], [0.260, 1.807, 2.374], [-2.800, 0.602, 0.771], [-0.352, 2.253, 0.751], [-1.353, 2.415, 2.281], [0.603, 1.784, -2.750], [0.909, -2.642, 1.024]],
  "forces_ev_per_a": [[1.4, -2.0, -0.8], [-0.4, -0.8, 0.7], [1.5, -0.2, -3.3], [3.5, 0.4, 2.5], [-1.5, 1.4, 1.1], [0.7, -0.4, 1.3], [1.4, 0.0, 1.1], [-0.4, -2.0, -3.8], [-0.4, 1.9, -0.5], [-1.9, -2.3, -1.2], [0.9, -0.4, 0.6], [-0.6, -0.5, 1.4], [-0.7, 1.2, 1.8], [-0.5, 0.5, -1.7], [-0.5, -0.6, 0.5], [-1.9, 2.1, 0.5], [0.6, 0.5, 0.3], [-0.2, 0.4, -0.4], [-0.3, 0.2, -0.8], [-0.4, -0.3, 0.7], [-0.2, -0.6, -0.6], [-0.8, 1.5, 0.0], [0.7, 0.0, 0.8]]
}